Here is a single H4NOPS2 molecule at a distorted geometry from the Open Molecules 2025 dataset. Energies are from ωB97M-V/def2-TZVPD.

Computed properties:
ΔE to the lowest compared entry with this formula, charge and spin = 39.9 kJ/mol
structure (SMILES) = N[P@@](O)(=S)S
orbital gap = 9.5 eV

Cartesian coordinates (Å):
N  -0.25  0.30  1.45
O  1.33  -0.82  -0.24
P  -0.24  -0.18  -0.19
S  -1.52  -1.54  -0.79
S  -0.11  1.76  -1.06
H  -1.13  0.61  1.95
H  0.16  -0.38  2.01
H  1.23  -1.50  -0.87
H  0.53  1.75  -2.25

***

Here is a molecular structure, H4NP at a distorted geometry from the Open Molecules 2025 dataset. Energies are from ωB97M-V/def2-TZVPD.

Computed properties:
ΔE to the lowest compared entry with this formula, charge and spin = 276.5 kJ/mol
orbital gap = 10.0 eV

Cartesian coordinates (Å):
N  0.86  0.54  -1.01
P  -0.08  0.21  0.19
H  0.50  -0.64  -1.53
H  0.40  -1.06  0.95
H  -1.43  -0.18  0.33
H  -0.25  1.13  1.07

***

Here is a single H4NP3 molecule at a distorted geometry from the Open Molecules 2025 dataset. Energies are from ωB97M-V/def2-TZVPD.

Computed properties:
ΔE to the lowest compared entry with this formula, charge and spin = 60.6 kJ/mol
structure (SMILES) = PN=P#[PH2]
orbital gap (spin up / spin down) = 7.7 / 7.7 eV

Cartesian coordinates (Å):
N  0.57  0.09  -0.51
P  -0.60  -1.04  0.00
P  2.28  -0.09  -0.57
P  -2.30  0.19  -0.44
H  2.60  1.21  -0.24
H  2.37  -0.79  0.72
H  -3.13  -0.55  0.36
H  -1.78  0.97  0.69